No. 1
Molecular formula: C44H65ClN8OS
Method: DFT, ωB97M-V with the def2-TZVPD basis set

ORCA input file:
```
! RIJCOSX wB97M-V def2-TZVPD def2/J DEFGRID3
* xyz 0 1
C -1.36 0.45 -0.01
C -0.83 0.02 -1.42
C -1.22 -1.48 -1.61
C -1.66 0.82 -2.45
C -1.23 2.28 -2.63
C -0.38 2.95 -1.78
C 0.02 4.26 -2.00
C -0.50 4.91 -3.09
C -1.37 4.26 -3.96
C -1.75 2.96 -3.73
N -1.89 4.97 -5.08
C -0.89 5.56 -5.90
C -0.86 5.31 -7.26
C -1.81 4.38 -8.01
C -2.50 5.04 -9.22
O -2.97 6.15 -9.17
N -2.63 4.28 -10.47
C -1.32 4.43 -11.15
C -2.93 2.87 -10.20
C 0.13 5.93 -8.01
C 1.05 6.76 -7.43
C 1.02 7.00 -6.07
Cl 2.19 8.04 -5.31
C 0.06 6.39 -5.32
S -0.08 6.59 -3.54
H -0.68 0.09 0.76
H -2.36 0.00 0.08
H -1.51 1.53 0.02
H 0.25 0.14 -1.52
H -2.12 -1.73 -1.04
H -0.41 -2.16 -1.32
H -1.47 -1.65 -2.67
H -1.49 0.34 -3.44
H -2.73 0.71 -2.26
H 0.04 2.40 -0.94
H 0.70 4.77 -1.32
H -2.42 2.49 -4.45
H -2.55 4.42 -5.60
H -2.59 3.92 -7.40
H -1.20 3.55 -8.39
H -0.56 3.74 -10.74
H -1.43 4.35 -12.23
H -0.96 5.45 -10.93
H -3.45 2.71 -9.25
H -2.00 2.27 -10.15
H -3.54 2.41 -10.99
H 0.22 5.75 -9.08
H 1.82 7.23 -8.03
C 2.44 -3.84 1.90
C 2.33 -2.33 1.76
C 1.28 -1.71 2.68
C -0.08 -2.15 2.34
N -1.14 -2.49 2.08
H 1.51 -4.34 1.61
H 3.23 -4.22 1.27
H 2.66 -4.12 2.93
H 2.12 -2.08 0.72
H 3.30 -1.89 1.99
H 1.32 -0.62 2.60
H 1.49 -1.96 3.72
C 2.60 2.44 4.41
C 1.24 3.13 4.27
C 0.25 2.33 3.41
C 0.69 2.23 2.02
N 1.04 2.14 0.93
H 3.10 2.35 3.44
H 3.25 3.02 5.07
H 2.49 1.44 4.83
H 1.38 4.13 3.86
H 0.81 3.25 5.26
H -0.72 2.82 3.43
H 0.11 1.33 3.82
C 2.20 -7.07 6.08
C 2.39 -6.18 7.30
C 2.29 -4.69 6.97
C 3.37 -4.24 6.09
N 4.21 -3.90 5.38
H 2.98 -6.92 5.34
H 2.23 -8.12 6.37
H 1.23 -6.88 5.60
H 3.36 -6.40 7.76
H 1.63 -6.42 8.04
H 2.34 -4.11 7.89
H 1.33 -4.47 6.51
C 0.75 -0.10 7.89
C -0.76 -0.17 8.13
C -1.57 -0.03 6.84
C -1.41 1.30 6.23
N -1.28 2.33 5.76
H 1.05 0.87 7.50
H 1.28 -0.26 8.83
H 1.07 -0.87 7.18
H -1.05 0.59 8.84
H -1.00 -1.14 8.58
H -2.63 -0.19 7.05
H -1.28 -0.79 6.12
C -6.79 -0.99 3.53
C -5.62 -1.30 2.61
C -5.06 -2.72 2.80
C -4.47 -2.91 4.12
N -4.01 -3.05 5.17
H -6.49 -1.01 4.58
H -7.17 0.01 3.33
H -7.60 -1.70 3.39
H -4.82 -0.57 2.77
H -5.95 -1.20 1.58
H -4.30 -2.91 2.04
H -5.86 -3.45 2.64
C 4.42 -6.63 -2.31
C 5.72 -5.84 -2.37
C 5.99 -5.02 -1.10
C 5.00 -3.96 -0.91
N 4.22 -3.14 -0.76
H 3.55 -5.96 -2.24
H 4.30 -7.23 -3.21
H 4.40 -7.30 -1.45
H 5.71 -5.19 -3.24
H 6.55 -6.55 -2.50
H 6.98 -4.57 -1.17
H 5.99 -5.68 -0.23
*
```

Output
- SMILES = CC(C)Cc1ccc2c(c1)Nc1c(CC(=O)N(C)C)ccc(Cl)c1S2.CCCC#N.CCCC#N.CCCC#N.CCCC#N.CCCC#N.CCCC#N
- Kohn-Sham gap (eV) = 7.952

Löwdin population analysis, charges in e, atoms 1 to 99:
1. C -0.096
2. C -0.380
3. C -0.083
4. C -0.145
5. C -0.200
6. C -0.057
7. C -0.068
8. C -0.445
9. C -0.265
10. C 0.018
11. N 0.092
12. C -0.208
13. C -0.140
14. C -0.048
15. C -0.426
16. O 0.130
17. N -0.158
18. C -0.080
19. C -0.100
20. C -0.034
21. C -0.104
22. C -0.668
23. Cl 0.669
24. C -0.458
25. S 1.009
26. H 0.040
27. H 0.071
28. H 0.059
29. H 0.135
30. H 0.065
31. H 0.068
32. H 0.065
33. H 0.113
34. H 0.132
35. H 0.045
36. H 0.114
37. H 0.123
38. H 0.103
39. H 0.112
40. H 0.122
41. H 0.086
42. H 0.090
43. H 0.082
44. H 0.086
45. H 0.080
46. H 0.086
47. H 0.108
48. H 0.112
49. C -0.109
50. C -0.264
51. C -0.184
52. C -0.234
53. N 0.164
54. H 0.074
55. H 0.036
56. H 0.052
57. H 0.093
58. H 0.111
59. H 0.095
60. H 0.112
61. C -0.104
62. C -0.264
63. C -0.214
64. C -0.204
65. N 0.186
66. H 0.072
67. H 0.071
68. H 0.067
69. H 0.115
70. H 0.072
71. H 0.104
72. H 0.094
73. C -0.108
74. C -0.263
75. C -0.197
76. C -0.239
77. N 0.151
78. H 0.072
79. H 0.072
80. H 0.077
81. H 0.112
82. H 0.108
83. H 0.116
84. H 0.119
85. C -0.105
86. C -0.257
87. C -0.178
88. C -0.185
89. N 0.176
90. H 0.068
91. H 0.073
92. H 0.067
93. H 0.113
94. H 0.109
95. H 0.120
96. H 0.118
97. C -0.112
98. C -0.265
99. C -0.194

=====

No. 2
Molecular formula: C3H7N2O2
Method: DFT, ωB97M-V with the def2-TZVPD basis set

ORCA input file:
```
! RIJCOSX wB97M-V def2-TZVPD def2/J DEFGRID3
* xyz -1 1
C 0.89 0.47 -0.64
C -1.47 -0.79 0.64
C -1.00 -0.51 -0.76
N 0.59 1.79 -0.10
N 1.74 -0.33 0.00
O 2.78 0.29 0.43
O 1.68 -1.58 -0.04
H -1.92 -1.80 0.65
H -2.19 0.02 0.79
H -0.51 -0.70 1.21
H -0.87 -1.45 -1.35
H -1.52 0.29 -1.17
H 1.18 2.37 -0.64
H 0.61 1.93 0.97
*
```

Output
- energy above the lowest of the compared OMol25 structures with the same formula, charge and spin (eV) = 7.061
- Kohn-Sham gap (eV) = 7.367

How is the electron density shared among the atoms? According to natural (NBO), the charges in e are:
1. C 0.131
2. C -0.673
3. C -0.422
4. N -0.910
5. N 0.348
6. O -0.605
7. O -0.554
8. H 0.192
9. H 0.192
10. H 0.231
11. H 0.187
12. H 0.169
13. H 0.366
14. H 0.349

=====

No. 3
Molecular formula: CH8NO
Method: DFT, ωB97M-V with the def2-TZVPD basis set

ORCA input file:
```
! RIJCOSX wB97M-V def2-TZVPD def2/J DEFGRID3
* xyz 1 1
C -0.35 0.85 -1.16
N -0.31 -0.52 -0.55
H -1.09 0.90 -1.96
H 0.61 1.08 -1.60
H -0.60 1.57 -0.38
H -1.27 -0.85 -0.44
H 0.15 -1.20 -1.17
H 0.11 -0.48 0.42
H 0.46 -0.96 2.70
H 1.50 0.10 2.22
O 0.80 -0.50 1.92
*
```

Output
- energy above the lowest of the compared OMol25 structures with the same formula, charge and spin (eV) = 0.000
- Kohn-Sham gap (eV) = 13.420

How is the electron density shared among the atoms? According to natural (NBO), the charges in e are:
1. C -0.426
2. N -0.693
3. H 0.239
4. H 0.237
5. H 0.238
6. H 0.432
7. H 0.439
8. H 0.478
9. H 0.515
10. H 0.513
11. O -0.971

=====

No. 4
Molecular formula: C41H40MnP2Si
Method: DFT, ωB97M-V with the def2-TZVPD basis set

ORCA input file:
```
! RIJCOSX wB97M-V def2-TZVPD def2/J DEFGRID3
* xyz 0 6
Mn -0.29 0.95 -0.14
C -1.06 0.98 3.83
Si -0.30 0.39 2.17
C -1.24 -1.31 2.06
C -1.02 -2.35 2.96
C -1.84 -3.48 2.98
C -2.92 -3.56 2.11
C -3.15 -2.55 1.20
C -2.30 -1.45 1.14
P -2.41 -0.20 -0.20
C -4.20 -0.13 -0.52
C -5.03 0.17 0.56
C -6.39 0.32 0.37
C -6.94 0.18 -0.90
C -6.12 -0.10 -1.98
C -4.75 -0.25 -1.79
C -1.76 -1.10 -1.68
C -1.77 -2.49 -1.81
C -1.21 -3.09 -2.93
C -0.63 -2.32 -3.93
C -0.63 -0.93 -3.81
C -1.20 -0.33 -2.70
C 1.53 -0.04 2.57
C 2.00 -0.16 3.88
C 3.36 -0.32 4.15
C 4.27 -0.34 3.11
C 3.83 -0.23 1.80
C 2.47 -0.08 1.53
P 1.86 -0.07 -0.21
C 3.02 1.05 -1.08
C 3.26 0.89 -2.44
C 4.01 1.82 -3.14
C 4.51 2.94 -2.48
C 4.25 3.11 -1.13
C 3.50 2.18 -0.43
C 2.41 -1.74 -0.73
C 3.70 -2.03 -1.15
C 4.06 -3.34 -1.44
C 3.13 -4.36 -1.33
C 1.84 -4.08 -0.91
C 1.48 -2.77 -0.62
H -1.09 0.17 4.56
H -2.08 1.32 3.66
H -0.49 1.82 4.25
H -0.20 -2.28 3.66
H -1.64 -4.28 3.67
H -3.58 -4.42 2.15
H -4.00 -2.62 0.53
H -4.60 0.27 1.55
H -7.03 0.55 1.21
H -8.01 0.29 -1.04
H -6.54 -0.19 -2.97
H -4.11 -0.47 -2.64
H -2.19 -3.10 -1.03
H -1.23 -4.17 -3.03
H -0.19 -2.79 -4.80
H -0.18 -0.32 -4.59
H -1.24 0.75 -2.66
H 1.30 -0.12 4.70
H 3.69 -0.42 5.17
H 5.33 -0.44 3.31
H 4.54 -0.25 0.99
H 2.86 0.02 -2.96
H 4.20 1.68 -4.19
H 5.10 3.67 -3.03
H 4.63 3.99 -0.62
H 3.28 2.33 0.62
H 4.43 -1.24 -1.26
H 5.08 -3.55 -1.76
H 3.42 -5.38 -1.56
H 1.11 -4.87 -0.82
H 0.47 -2.55 -0.29
C 0.59 4.26 1.37
C -0.52 4.07 0.34
C -0.84 5.41 -0.34
C -0.13 2.99 -0.67
H 0.25 4.86 2.21
H 1.46 4.75 0.91
H 0.92 3.28 1.75
H -1.42 3.76 0.87
H 0.05 5.81 -0.84
H -1.18 6.15 0.39
H -1.62 5.28 -1.09
H 0.87 3.21 -1.07
H -0.83 3.03 -1.53
*
```

Output
- energy above the lowest of the compared OMol25 structures with the same formula, charge and spin (eV) = 0.651
- Kohn-Sham gap (alpha / beta) (eV) = 6.541 / 7.513

How is the electron density shared among the atoms? According to Löwdin, the charges in e are:
1. Mn 0.356
2. C -0.221
3. Si 0.575
4. C -0.297
5. C -0.091
6. C -0.078
7. C -0.083
8. C -0.112
9. C -0.383
10. P 1.026
11. C -0.355
12. C -0.098
13. C -0.079
14. C -0.086
15. C -0.081
16. C -0.079
17. C -0.380
18. C -0.085
19. C -0.078
20. C -0.075
21. C -0.074
22. C -0.130
23. C -0.292
24. C -0.101
25. C -0.080
26. C -0.080
27. C -0.094
28. C -0.362
29. P 1.030
30. C -0.368
31. C -0.102
32. C -0.081
33. C -0.083
34. C -0.074
35. C -0.096
36. C -0.329
37. C -0.094
38. C -0.077
39. C -0.084
40. C -0.078
41. C -0.090
42. H 0.017
43. H 0.015
44. H 0.021
45. H 0.100
46. H 0.103
47. H 0.102
48. H 0.109
49. H 0.109
50. H 0.105
51. H 0.102
52. H 0.104
53. H 0.101
54. H 0.097
55. H 0.108
56. H 0.105
57. H 0.108
58. H 0.090
59. H 0.093
60. H 0.102
61. H 0.102
62. H 0.102
63. H 0.105
64. H 0.103
65. H 0.102
66. H 0.106
67. H 0.107
68. H 0.101
69. H 0.104
70. H 0.102
71. H 0.106
72. H 0.086
73. C -0.103
74. C -0.543
75. C -0.105
76. C -0.285
77. H 0.073
78. H 0.073
79. H 0.044
80. H 0.112
81. H 0.074
82. H 0.069
83. H 0.066
84. H 0.030
85. H 0.022

=====

No. 5
Molecular formula: C2HBr3F2
Method: DFT, ωB97M-V with the def2-TZVPD basis set

ORCA input file:
```
! RIJCOSX wB97M-V def2-TZVPD def2/J DEFGRID3
* xyz 0 1
C 0.85 -0.07 -1.29
C -1.32 0.74 1.48
F 2.17 -0.30 -1.17
F 0.56 1.18 -0.84
Br -2.77 -0.34 1.69
Br -0.11 -1.55 -0.36
Br -0.02 0.41 2.79
H 0.65 -0.07 -2.30
*
```

Output
- energy above the lowest of the compared OMol25 structures with the same formula, charge and spin (eV) = 0.000
- Kohn-Sham gap (eV) = 7.992

How is the electron density shared among the atoms? According to natural (NBO), the charges in e are:
1. C 0.545
2. C -0.274
3. F -0.323
4. F -0.316
5. Br 0.146
6. Br -0.029
7. Br 0.104
8. H 0.147

=====

No. 6
Molecular formula: CH21MnO12
Method: DFT, ωB97M-V with the def2-TZVPD basis set

ORCA input file:
```
! RIJCOSX wB97M-V def2-TZVPD def2/J DEFGRID3
* xyz 3 6
O 1.68 3.09 -1.73
H 1.23 2.28 -1.29
H 2.65 3.03 -1.65
H 1.32 3.95 -1.41
O 2.95 0.95 1.83
H 3.32 0.55 1.00
H 2.27 1.61 1.63
H 3.73 1.35 2.31
O -1.41 2.22 1.33
H -0.66 2.77 1.58
H -2.01 2.13 2.11
H -1.13 1.27 1.02
Mn 2.50 -0.87 -1.57
C 0.34 -0.31 -0.18
O 0.85 0.54 -1.04
O 1.03 -1.39 -0.19
O -0.70 -0.19 0.53
O -1.14 -3.36 -0.52
H -0.46 -3.94 -0.15
H -0.81 -2.48 -0.35
O -2.19 -0.81 -2.83
H -1.35 -0.34 -2.98
H -2.46 -0.59 -1.92
O -1.29 -0.82 3.26
H -0.88 -0.14 3.80
H -1.09 -0.59 2.34
O -0.51 1.40 -3.36
H -0.11 1.21 -2.50
H 0.23 1.49 -3.98
O 1.38 -3.42 1.78
H 1.31 -2.75 1.10
H 0.47 -3.63 2.04
O -3.21 -1.11 -0.20
H -2.32 -1.10 0.18
H -3.55 -1.99 0.00
*
```

Output
- Kohn-Sham gap (alpha / beta) (eV) = 3.402 / 2.823

How is the electron density shared among the atoms? According to natural (NBO), the charges in e are:
1. O -0.780
2. H 0.573
3. H 0.561
4. H 0.593
5. O -0.733
6. H 0.553
7. H 0.563
8. H 0.610
9. O -0.780
10. H 0.531
11. H 0.593
12. H 0.558
13. Mn 1.724
14. C 0.985
15. O -1.000
16. O -0.855
17. O -0.730
18. O -0.902
19. H 0.475
20. H 0.428
21. O -0.905
22. H 0.440
23. H 0.479
24. O -0.906
25. H 0.457
26. H 0.450
27. O -0.907
28. H 0.438
29. H 0.475
30. O -0.941
31. H 0.447
32. H 0.491
33. O -0.947
34. H 0.449
35. H 0.513

=====

| no. | total energy (eV) |
| --- | --- |
| 1 | -84007.4208 |
| 2 | -10294.5743 |
| 3 | -4698.0443 |
| 4 | -100941.2082 |
| 5 | -217649.0018 |
| 6 | -57231.6118 |